(1)
{"formula": "C15H18ClN3O3", "method": "ωB97M-V with the def2-TZVPD basis set", "symbols": ["O", "O", "Cl", "N", "O", "C", "C", "C", "C", "C", "N", "N", "C", "C", "C", "C", "C", "C", "C", "C", "C", "C", "H", "H", "H", "H", "H", "H", "H", "H", "H", "H", "H", "H", "H", "H", "H", "H", "H", "H"], "positions_angstrom": [[1.3038, -0.1553, -3.4304], [-1.1213, 1.2306, 1.0034], [3.6481, -2.3722, 1.2713], [-0.1827, 3.2454, -3.0900], [-0.0166, 0.3985, -0.9440], [0.7788, 0.8843, -3.7407], [-0.5570, 0.2544, 0.3576], [-0.6382, 3.7473, -1.9605], [0.1728, 1.9106, -2.8221], [-0.0648, 1.6015, -1.5603], [0.8071, 1.0918, -5.0897], [-0.6971, 2.7120, -1.0325], [-0.5146, -3.4258, 2.7498], [1.3462, -3.5713, 1.2189], [1.6763, -2.2462, 3.1662], [-0.6970, -2.2932, 0.6206], [-0.4226, -0.9229, 2.7022], [1.4638, -1.0903, 1.0477], [-0.1506, -3.6086, 1.3124], [0.1519, -2.2304, 3.4233], [1.9649, -2.3573, 1.7182], [-0.0993, -0.9547, 1.1429], [-1.0744, 4.8155, -1.7822], [1.2176, 0.3533, -5.7033], [0.5708, 2.0926, -5.4995], [-1.2955, 2.8081, -0.1578], [-1.6296, -3.4523, 2.7449], [-0.2263, -4.3315, 3.2663], [1.7440, -4.3762, 1.6964], [1.5747, -3.5814, 0.2105], [2.2402, -1.3433, 3.5764], [2.0301, -3.1200, 3.7526], [-0.5526, -2.4869, -0.4774], [-1.7403, -2.1639, 0.7683], [-1.4982, -0.7032, 2.7474], [0.0409, -0.0983, 3.2489], [1.8988, -0.1309, 1.4357], [1.6383, -1.1241, -0.0214], [-0.6565, -4.5313, 0.8870], [-0.0064, -2.3079, 4.5217]], "smiles": "NC(=O)c1nc[nH]c1OC(=O)[C@@]12C[C@@H]3C[C@@H](C[C@@](Cl)(C3)C1)C2", "spin_multiplicity": 1, "charge": 0, "gap_ha": 0.3461, "e_tot_ev": -38981.6447}


(2)
{"formula": "C20H55FLiN5O5", "method": "ωB97M-V with the def2-TZVPD basis set", "symbols": ["Li", "F", "C", "C", "C", "O", "C", "N", "H", "H", "H", "H", "H", "H", "H", "H", "H", "H", "H", "C", "C", "C", "O", "C", "N", "H", "H", "H", "H", "H", "H", "H", "H", "H", "H", "H", "C", "C", "C", "O", "C", "N", "H", "H", "H", "H", "H", "H", "H", "H", "H", "H", "H", "C", "C", "C", "O", "C", "N", "H", "H", "H", "H", "H", "H", "H", "H", "H", "H", "H", "C", "C", "C", "O", "C", "N", "H", "H", "H", "H", "H", "H", "H", "H", "H", "H", "H"], "positions_angstrom": [[0.8529, 13.3159, 8.9623], [2.4266, 14.5835, 9.1944], [0.2517, 15.1684, 12.5807], [1.3635, 14.3053, 13.1220], [1.0098, 13.5886, 14.4367], [2.1820, 13.1443, 15.0809], [2.0054, 12.3733, 16.2837], [1.8536, 13.4371, 12.1327], [-0.6891, 14.6305, 12.4642], [0.5196, 15.5483, 11.5948], [0.2122, 16.0311, 13.2458], [2.1775, 14.9564, 13.4408], [0.4332, 12.6988, 14.1838], [0.4264, 14.2809, 15.0437], [1.3957, 11.4816, 16.1378], [1.5089, 12.9928, 17.0306], [2.9767, 12.0226, 16.6325], [2.6846, 12.9362, 12.4134], [2.1054, 13.9526, 11.3015], [2.0624, 17.3529, 4.8324], [0.9640, 16.8240, 5.7419], [-0.4652, 16.6761, 5.1267], [-1.3778, 16.5120, 6.1785], [-2.7192, 16.1901, 5.7326], [1.3010, 15.5238, 6.2527], [2.8508, 17.6166, 5.5374], [1.7676, 18.2866, 4.3535], [2.5132, 16.7232, 4.0654], [0.8421, 17.5773, 6.5202], [-0.4967, 15.9009, 4.3612], [-0.7011, 17.6538, 4.7064], [-3.2297, 16.8594, 5.0402], [-3.3672, 15.9960, 6.5874], [-2.5830, 15.2817, 5.1459], [0.7460, 15.4474, 7.0931], [2.2461, 15.6123, 6.5975], [-0.8459, 11.0967, 11.2219], [0.3299, 10.5961, 10.4698], [-0.0345, 9.8971, 9.1875], [-0.5011, 8.5721, 9.5682], [-0.7138, 7.6942, 8.4426], [1.1940, 11.7136, 10.1388], [-1.3741, 11.7907, 10.5681], [-0.7165, 11.7062, 12.1163], [-1.5191, 10.2501, 11.3569], [0.8770, 9.8518, 11.0485], [0.7619, 9.9162, 8.4435], [-0.8343, 10.4640, 8.7110], [-0.7625, 6.6341, 8.6913], [0.0311, 7.8552, 7.6633], [-1.6875, 7.8561, 7.9802], [2.0428, 11.3923, 9.6955], [1.4263, 12.1858, 11.0009], [-2.5459, 15.3671, 9.5416], [-1.5629, 14.2664, 9.1920], [-2.1281, 13.2105, 8.2458], [-3.2026, 12.5067, 8.9485], [-3.8038, 11.4608, 8.2573], [-0.4535, 14.9487, 8.4936], [-3.2112, 14.9023, 10.2692], [-3.1335, 15.7951, 8.7294], [-2.0107, 16.1447, 10.0866], [-1.2787, 13.7001, 10.0789], [-1.2937, 12.5650, 7.9716], [-2.4612, 13.6279, 7.2956], [-4.0400, 11.6379, 7.2080], [-4.7844, 11.1747, 8.6376], [-3.2499, 10.5247, 8.3274], [-0.1759, 15.7659, 9.0182], [-0.6835, 15.2652, 7.5625], [0.1025, 12.7004, 4.9690], [0.8734, 11.8120, 5.9626], [2.2137, 11.2389, 5.2992], [2.8540, 10.3221, 6.2267], [3.7323, 9.3835, 5.5968], [1.3451, 12.5863, 7.0950], [-0.7607, 13.2903, 5.2773], [-0.3187, 12.1424, 4.1328], [0.7165, 13.4787, 4.5159], [0.2948, 10.9841, 6.3725], [2.9775, 12.0014, 5.1471], [2.0935, 10.7303, 4.3427], [3.2586, 8.8237, 4.7904], [4.1196, 8.6015, 6.2499], [4.5664, 9.9482, 5.1801], [1.6214, 13.4597, 6.6696], [2.2406, 12.1972, 7.3536]], "spin_multiplicity": 2, "charge": -1, "gap_ha": [0.0548, 0.3258], "e_tot_ev": -42240.2059}


(3)
{"formula": "C24H38FeNO8", "method": "ωB97M-V with the def2-TZVPD basis set", "symbols": ["Fe", "C", "C", "C", "O", "C", "C", "C", "O", "O", "O", "H", "H", "C", "C", "C", "C", "C", "C", "N", "O", "C", "C", "C", "H", "H", "H", "H", "H", "H", "H", "H", "H", "H", "H", "H", "H", "H", "H", "H", "H", "H", "C", "C", "O", "C", "H", "H", "H", "H", "H", "H", "C", "C", "O", "C", "H", "H", "H", "H", "H", "H", "C", "C", "O", "C", "H", "H", "H", "H", "H", "H"], "positions_angstrom": [[0.3672, -1.0044, -0.5075], [2.6883, -1.1900, -3.7673], [2.0608, -1.1687, -2.5061], [2.8577, -1.5713, -1.2511], [2.2059, -1.7061, -0.2057], [4.2946, -1.7175, -1.4222], [4.8587, -1.7210, -2.6777], [4.0190, -1.4570, -3.9086], [4.4448, -1.5900, -5.1076], [6.1261, -2.1319, -2.7601], [0.8700, -0.9013, -2.4067], [2.0648, -1.0895, -4.6434], [4.9230, -2.1073, -0.6351], [2.6602, 2.0437, 2.2778], [1.1938, 2.5975, 2.0497], [1.3099, 4.1273, 2.2147], [-0.0197, 4.9465, 2.0340], [-0.4621, 4.7021, 0.6145], [-0.4975, 3.2108, 0.1161], [0.6925, 2.4343, 0.6480], [0.7118, 1.0435, 0.1920], [-0.3405, 3.3420, -1.4286], [-1.9124, 2.6827, 0.5202], [0.3111, 1.9404, 3.2169], [2.8179, 0.9688, 2.1894], [2.9332, 2.2418, 3.3143], [3.3905, 2.4741, 1.5926], [2.1036, 4.4691, 1.5503], [1.7555, 4.3221, 3.1902], [0.0898, 6.0029, 2.2792], [-0.7956, 4.6830, 2.7528], [0.1893, 5.3055, -0.0177], [-1.4654, 5.1102, 0.4925], [-0.5339, 2.3571, -1.8537], [0.6256, 3.7682, -1.6988], [-1.0742, 4.0056, -1.8862], [-2.6278, 2.9264, -0.2653], [-2.3256, 3.1062, 1.4357], [-1.8908, 1.5957, 0.5982], [-0.7526, 2.0707, 3.0175], [0.6185, 2.3986, 4.1569], [0.4319, 0.8747, 3.4115], [-2.7763, -1.5060, -3.1471], [-2.6137, -0.6446, -1.8919], [-1.6518, -0.7261, -1.1058], [-3.7818, 0.3249, -1.5959], [-2.1105, -0.9822, -3.8330], [-3.7997, -1.4992, -3.5220], [-2.3945, -2.5073, -2.9476], [-3.5724, 1.3526, -1.8925], [-3.9941, 0.2805, -0.5277], [-4.6318, -0.0711, -2.1516], [-0.9350, -2.6635, 3.3943], [-1.0732, -1.6253, 2.3290], [-0.2668, -1.6070, 1.3733], [-2.2436, -0.6560, 2.3211], [0.1122, -2.7359, 3.6880], [-1.2748, -3.5824, 2.9164], [-1.6332, -2.5583, 4.2247], [-1.9192, 0.3821, 2.2481], [-2.5621, -0.6948, 3.3628], [-3.0656, -0.7901, 1.6179], [-0.7275, -5.1107, -2.2305], [-0.2276, -4.3600, -1.0150], [-0.2453, -3.1457, -0.9368], [0.1427, -5.2104, 0.2398], [-1.2388, -6.0088, -1.8842], [0.1547, -5.3584, -2.8208], [-1.3642, -4.4032, -2.7617], [1.0329, -5.8020, 0.0262], [-0.6467, -5.9098, 0.5150], [0.3898, -4.5765, 1.0914]], "spin_multiplicity": 6, "charge": -2, "gap_ha": [0.1002, 0.1836], "e_tot_ev": -77757.3670}


(4)
{"formula": "C4H10NO2", "method": "ωB97M-V with the def2-TZVPD basis set", "symbols": ["C", "C", "C", "C", "O", "O", "N", "H", "H", "H", "H", "H", "H", "H", "H", "H", "H"], "positions_angstrom": [[-0.4697, -0.6647, 1.4374], [0.4951, 0.0694, 0.5879], [0.0761, 0.6318, -0.8089], [-1.3567, 0.7480, -1.2900], [-1.5905, 1.9788, -1.8118], [-2.0952, -0.1857, -1.3244], [1.7062, -0.8178, 0.3181], [-0.2191, -0.5483, 2.4947], [-1.5428, -0.4947, 1.3331], [-0.4792, -1.7645, 1.4464], [0.9197, 0.9817, 1.0560], [0.7877, 1.4130, -1.0606], [0.3040, -0.2887, -1.4490], [-2.5595, 2.0141, -1.8982], [1.9018, -1.3271, 1.1823], [1.5289, -1.4800, -0.4356], [2.5933, -0.2653, 0.2224]], "smiles": "C[C@@H]([NH3+])CC(=O)O", "spin_multiplicity": 1, "charge": 1, "gap_ha": 0.3945, "e_tot_ev": -9888.1026}


(5)
{"formula": "C27H51O3OsSb", "method": "ωB97M-V with the def2-TZVPD basis set", "symbols": ["Os", "C", "C", "C", "O", "H", "H", "H", "H", "H", "H", "C", "C", "C", "C", "C", "C", "C", "O", "C", "C", "C", "H", "H", "H", "H", "H", "H", "H", "H", "H", "H", "H", "H", "C", "C", "C", "C", "Sb", "C", "C", "C", "C", "C", "C", "C", "C", "H", "H", "H", "H", "H", "H", "H", "H", "H", "H", "H", "H", "H", "H", "H", "H", "H", "H", "H", "H", "H", "H", "H", "H", "H", "H", "H", "C", "C", "O", "H", "H", "H", "H", "H", "H"], "positions_angstrom": [[-0.2556, 0.2809, 1.0219], [-1.0406, -0.8603, 4.2961], [0.0821, -1.4742, 3.5564], [0.8378, -2.5713, 4.1933], [0.4375, -1.1279, 2.3938], [-1.2255, -1.3831, 5.2304], [-1.9414, -0.8555, 3.6830], [-0.8010, 0.1857, 4.5095], [0.1400, -3.3928, 4.3941], [1.1794, -2.2495, 5.1822], [1.6626, -2.9271, 3.5830], [-4.8316, 2.9071, -3.2711], [-4.3309, 2.6478, -1.8892], [-5.2107, 2.4236, -0.8414], [-4.7764, 2.1661, 0.4576], [-5.8139, 1.9967, 1.5318], [-3.3778, 2.0790, 0.6897], [-2.9411, 1.5947, 1.9543], [-1.8224, 1.0881, 2.2311], [-2.4658, 2.4082, -0.3550], [-1.0038, 2.6229, -0.0714], [-2.9448, 2.6777, -1.6105], [-5.7781, 2.4019, -3.4522], [-4.1084, 2.6090, -4.0284], [-5.0099, 3.9797, -3.3957], [-6.2758, 2.4591, -1.0351], [-6.7884, 1.8108, 1.0875], [-5.8941, 2.9233, 2.1070], [-5.6107, 1.1873, 2.2299], [-3.6396, 1.6420, 2.7919], [-0.8427, 3.0835, 0.9021], [-0.5346, 3.2362, -0.8405], [-0.3286, 1.6914, -0.1823], [-2.2671, 2.9896, -2.3983], [3.3800, 0.4834, -3.2232], [2.2240, 1.1311, -2.5573], [2.5013, 2.3687, -1.7767], [0.9001, 1.0159, -3.2301], [1.7518, -0.4572, -0.3994], [4.9380, -0.0412, 1.6928], [4.6513, -1.2211, 2.5078], [5.9092, -0.1444, 0.6092], [4.5282, 1.2766, 2.1702], [1.5674, -2.7698, -1.2891], [0.2006, -2.7757, -1.9050], [2.6958, -3.0107, -2.2413], [1.6799, -3.4767, 0.0331], [3.6249, 1.1366, -4.0771], [3.1516, -0.4922, -3.6416], [4.2720, 0.4447, -2.6010], [2.6092, 3.1706, -2.5247], [3.4438, 2.3276, -1.2336], [1.6871, 2.6684, -1.1194], [0.9535, 1.6811, -4.1070], [0.0710, 1.3683, -2.6168], [0.7036, 0.0181, -3.6178], [4.7963, -2.1642, 1.9856], [3.6903, -1.1647, 3.0160], [5.4216, -1.1803, 3.3011], [5.8578, -1.0878, 0.0665], [6.8810, -0.1748, 1.1420], [5.9426, 0.7205, -0.0485], [3.6326, 1.2662, 2.7873], [4.4910, 2.0349, 1.3906], [5.3643, 1.5734, 2.8338], [0.1306, -2.1506, -2.7945], [-0.5887, -2.5191, -1.2008], [0.0254, -3.8098, -2.2362], [2.5719, -2.4848, -3.1848], [2.6766, -4.0839, -2.4754], [3.6762, -2.8012, -1.8157], [0.9370, -3.1501, 0.7621], [2.6814, -3.4217, 0.4595], [1.4788, -4.5375, -0.1732], [-3.8469, -2.0669, -0.8159], [-3.0821, -1.3815, 0.2860], [-1.9200, -0.6617, -0.2631], [-4.7329, -2.5454, -0.3982], [-3.2528, -2.8356, -1.3086], [-4.1924, -1.3460, -1.5611], [-2.6614, -2.0894, 1.0000], [-3.7087, -0.6677, 0.8205], [-2.1915, -0.2225, -1.0826]], "spin_multiplicity": 5, "charge": 4, "gap_ha": [0.2531, 0.1973], "e_tot_ev": -43928.9615}